[1]
The following is a quantum chemistry calculation of a structure of composition C38H43Br4CsN8O5P2S, from OMol25.

```
! RIJCOSX wB97M-V def2-TZVPD def2/J DEFGRID3
* xyz -2 1
Cs -0.9139 0.5173 0.4461
N -0.3554 -1.2116 3.5722
C 0.7716 -1.0018 4.3331
C 1.3996 -2.0963 4.9432
C 2.6084 -1.9542 5.6074
C 3.2219 -0.7112 5.6693
C 2.5922 0.3793 5.0766
C 1.3711 0.2758 4.4251
C 0.7422 1.5020 3.8353
C -0.6184 1.7176 4.1137
C -1.2781 2.8262 3.6140
C -0.5452 3.7505 2.8817
C 0.8138 3.5385 2.6545
C 1.5345 2.4057 3.0896
H -0.8465 -2.0876 3.6288
H -0.9558 -0.4566 3.2910
H 0.9240 -3.0704 4.8760
H 3.0682 -2.8207 6.0708
H 4.1722 -0.5898 6.1762
H 3.0522 1.3602 5.0932
H -1.1695 1.0138 4.7315
H -2.3417 2.9534 3.7684
H -1.0586 4.6304 2.5007
H 1.3499 4.3181 2.1035
N -0.1063 4.0271 -0.9343
C -0.9253 5.1456 -1.1190
C -1.1572 6.0480 -0.0904
C -1.9817 7.1431 -0.3008
C -2.5394 7.3756 -1.5498
C -2.2669 6.5005 -2.5938
C -1.4886 5.3761 -2.3722
S -1.1780 4.1816 -3.6383
N 0.3676 3.6231 -3.2162
C 0.6587 3.5549 -1.9713
C 1.9239 2.8818 -1.5480
C 2.8015 2.3226 -2.4651
C 3.9375 1.7143 -1.9632
C 4.1349 1.6660 -0.5884
C 3.1797 2.2233 0.2523
N 2.1034 2.8371 -0.2381
H 0.3071 3.8685 -0.0150
H -0.7067 5.8722 0.8780
H -2.1849 7.8172 0.5212
H -3.1832 8.2303 -1.7117
H -2.6774 6.6704 -3.5818
H 2.5827 2.3747 -3.5223
H 4.6565 1.2588 -2.6341
H 5.0052 1.1760 -0.1714
H 3.2056 2.1794 1.3451
Br -8.3821 0.3432 2.8025
C -6.6071 -0.2317 2.4259
C -6.2828 -1.5684 2.4523
Br -7.5989 -2.8865 2.8457
C -4.9449 -1.9552 2.2070
Br -4.4344 -3.8035 2.1958
C -3.8993 -1.0557 1.9745
O -2.6819 -1.3690 1.7662
C -4.2706 0.3759 1.8649
O -3.3572 1.1848 1.5126
C -5.6034 0.7198 2.1331
Br -6.0113 2.5776 1.9875
C -2.2730 -4.1994 -2.1728
N -1.4646 -3.4638 -3.1412
C -1.1059 -4.1952 -4.3370
P -0.5733 -2.1897 -2.6193
O -1.1029 -1.6277 -1.3717
O 0.9325 -2.7429 -2.4230
P 2.0297 -2.2631 -1.3204
O 2.2036 -0.8203 -1.1354
N 1.7014 -3.0672 0.0673
C 1.1703 -2.4016 1.2643
C 1.2760 -4.4562 -0.0206
N 3.3395 -2.9505 -2.1014
C 4.6196 -2.6821 -1.4605
C 3.3271 -4.1914 -2.8470
N -0.3945 -1.1931 -3.9244
C -1.5554 -0.3319 -4.1619
C 0.8857 -0.5243 -4.1707
H -3.2200 -4.4878 -2.6343
H -2.4847 -3.5734 -1.3082
H -1.7611 -5.1097 -1.8388
H -2.0100 -4.5375 -4.8474
H -0.4940 -5.0766 -4.1037
H -0.5508 -3.5483 -5.0141
H 1.5152 -1.3749 1.3720
H 1.5456 -2.9382 2.1384
H 0.0782 -2.4204 1.2831
H 1.6989 -4.9423 -0.8986
H 0.1835 -4.5327 -0.0693
H 1.6154 -4.9934 0.8675
H 4.5855 -1.7141 -0.9630
H 5.4062 -2.6535 -2.2195
H 4.8784 -3.4509 -0.7212
H 2.3539 -4.3561 -3.3009
H 3.5795 -5.0577 -2.2196
H 4.0746 -4.1358 -3.6445
H -2.4694 -0.8418 -3.8589
H -1.6243 -0.0966 -5.2259
H -1.4862 0.6047 -3.5994
H 1.6757 -1.2591 -4.3155
H 1.1782 0.1466 -3.3584
H 0.7822 0.0617 -5.0855
*
```

Kohn-Sham gap (eV): 3.8
Energy relative to the best compared isomer or geometry (same formula, charge and spin) (kJ/mol): 23.97
HOMO energy (eV): -0.7

---

[2]
The following is a quantum chemistry calculation of a structure of composition C38H43CrGeN15O2S2, from OMol25.

```
! RIJCOSX wB97M-V def2-TZVPD def2/J DEFGRID3
* xyz -1 4
Cr 0.8889 0.7130 0.6834
N 4.1910 1.9435 -0.2074
C 4.1053 0.8579 0.6287
N 5.1529 0.1132 0.9310
N 4.6558 -0.8057 1.7792
N 3.4020 -0.6103 1.9589
N 2.9913 0.4675 1.2424
C 3.0879 2.4756 -0.8190
N 3.1778 3.4132 -1.7437
N 1.8941 3.6856 -2.0563
N 1.0965 2.9670 -1.3608
N 1.8234 2.1526 -0.5388
H 5.0836 2.1213 -0.6319
C 4.3536 4.0733 -4.9253
O 3.5221 3.6231 -5.9867
C 3.0220 2.3671 -5.8917
C 3.3694 1.4535 -4.9030
C 2.8044 0.1843 -4.9015
C 1.9048 -0.1962 -5.8904
C 1.5902 0.7203 -6.8941
C 2.1220 1.9914 -6.8889
N 1.4228 -1.5324 -6.1018
N 1.1830 -2.3428 -5.1882
C 1.0986 -2.0059 -3.8077
C 1.6424 -2.9376 -2.9480
C 1.7026 -2.7545 -1.5653
C 1.1663 -1.6094 -0.9774
O 1.1884 -1.3589 0.2846
C 0.4624 -0.6982 -1.8579
N -0.1733 0.3288 -1.2207
C -0.9055 1.1496 -1.9293
C -1.0834 0.9987 -3.3148
C -0.4343 -0.0038 -3.9700
C 0.4062 -0.8895 -3.2484
H 4.5363 5.1272 -5.1168
H 5.3083 3.5387 -4.9258
H 3.8679 3.9554 -3.9562
H 4.0662 1.7208 -4.1209
H 3.0900 -0.5163 -4.1284
H 0.9078 0.4122 -7.6776
H 1.8687 2.7095 -7.6582
H 2.0909 -3.8175 -3.3957
H 2.1859 -3.4846 -0.9285
H -1.3996 1.9469 -1.3894
H -1.7307 1.6837 -3.8453
H -0.5796 -0.1371 -5.0306
S 0.7746 0.1329 3.6170
C 0.6707 -1.5582 3.5902
N 1.6521 -2.3015 3.0997
C 1.5713 -3.7291 2.8497
C 0.1240 -4.1914 2.8399
C -0.5907 -3.6236 4.0570
N -0.4418 -2.1820 4.0493
H 2.3943 -1.7370 2.6419
H 2.1338 -4.2750 3.6144
H 2.0446 -3.9217 1.8866
H 0.0751 -5.2807 2.8514
H -0.3651 -3.8312 1.9300
H -0.1733 -4.0620 4.9717
H -1.6548 -3.8590 4.0279
H -1.1318 -1.5877 4.4760
N -1.1808 -0.4939 1.2715
S -2.6921 -0.2633 1.0058
C -3.6291 -0.7535 2.4654
C -3.7199 -2.0778 2.8750
C -4.2643 -2.3696 4.1150
C -4.7065 -1.3434 4.9450
C -4.6304 -0.0257 4.5225
C -4.0919 0.2706 3.2764
C -3.3062 -1.5485 -0.1093
C -4.6680 -1.7240 -0.3288
C -5.0912 -2.7315 -1.1801
C -4.1574 -3.5448 -1.8166
C -2.8018 -3.3404 -1.6134
C -2.3705 -2.3362 -0.7525
H -0.9608 -1.4394 1.5792
H -3.3735 -2.8735 2.2243
H -4.3443 -3.4001 4.4394
H -5.1042 -1.5760 5.9246
H -4.9756 0.7746 5.1641
H -4.0110 1.2961 2.9365
H -5.3880 -1.0827 0.1671
H -6.1499 -2.8899 -1.3429
H -4.4922 -4.3374 -2.4739
H -2.0711 -3.9596 -2.1185
H -1.3159 -2.1601 -0.5811
C -1.4106 4.9796 2.5021
Ge -0.4754 3.2891 2.9272
C -1.6384 2.5480 4.3409
C 1.2263 3.7211 3.7954
C -0.3050 2.3709 1.2262
H -1.5137 5.6066 3.3920
H -2.4130 4.7483 2.1319
H -0.8901 5.5503 1.7306
H -1.3162 2.9591 5.3009
H -1.5816 1.4633 4.3907
H -2.6756 2.8558 4.1752
H 1.0637 4.4793 4.5642
H 1.9705 4.0878 3.0871
H 1.6198 2.8196 4.2690
H -0.0445 3.1822 0.5478
H -1.3302 2.0821 0.9560
*
```

Kohn-Sham gap (alpha / beta) (eV): 6.7 / 6.7
Energy relative to the best compared isomer or geometry (same formula, charge and spin) (kJ/mol): 152.48
HOMO energy (alpha / beta) (eV): -4.8 / -4.8

---

[3]
The following is a quantum chemistry calculation of a cluster of 6 separate species, C38H43N6O11 in total in a non-equilibrium geometry, from OMol25.

```
! RIJCOSX wB97M-V def2-TZVPD def2/J DEFGRID3
* xyz 1 1
C 1.9288 1.8380 -0.7555
C 3.4423 2.1745 -0.5793
C 4.2735 0.8447 -0.7466
C 5.5176 0.7479 0.1696
N 5.2659 0.2789 1.5829
C 4.4536 -0.9777 1.6899
C 2.9496 -0.7526 1.9182
O 2.7893 -0.0035 3.1308
C 3.2690 1.3001 2.8367
C 4.7788 1.3664 2.5161
H 1.7800 0.8875 -1.2931
H 1.3790 1.7688 0.1971
H 1.3998 2.5933 -1.3557
H 3.6695 2.6976 0.3566
H 3.6968 2.8670 -1.3949
H 4.6673 0.8989 -1.7744
H 3.6123 -0.0281 -0.7247
H 5.9595 1.7542 0.2176
H 6.2779 0.0950 -0.2812
H 6.1862 0.0400 1.9450
H 4.6416 -1.5585 0.7727
H 4.9038 -1.5711 2.4993
H 2.4304 -0.2190 1.1122
H 2.5026 -1.7342 2.1121
H 2.6182 1.7367 2.0657
H 3.1193 1.9039 3.7450
H 5.1020 2.3579 2.1795
H 5.3089 1.2031 3.4694
C -0.6963 -2.6953 2.1957
C -1.6674 -3.4399 1.5373
C -2.7005 -2.7981 0.8707
C -2.7455 -1.4103 0.8670
C -1.7852 -0.6572 1.5244
C -0.7567 -1.3074 2.1909
N -3.8177 -0.7279 0.1451
O -4.6506 -1.4115 -0.4049
O -3.8069 0.4834 0.1328
H 0.1107 -3.1992 2.7121
H -1.6186 -4.5201 1.5440
H -3.4541 -3.3817 0.3613
H -1.8263 0.4230 1.5221
H 0.0013 -0.7298 2.7067
C -6.8227 -3.0867 5.7806
C -6.5077 -4.3780 5.3740
C -5.2277 -4.6737 4.9311
C -4.2727 -3.6665 4.9050
C -4.5769 -2.3722 5.3028
C -5.8604 -2.0852 5.7415
N -2.9186 -3.9791 4.4588
O -2.6869 -5.1120 4.0939
O -2.0931 -3.0903 4.4684
H -7.8221 -2.8599 6.1299
H -7.2600 -5.1545 5.4045
H -4.9883 -5.6790 4.6152
H -3.8326 -1.5890 5.2765
H -6.1127 -1.0864 6.0547
C -2.9775 3.0142 8.6940
C -4.3327 2.9417 8.9916
C -5.2167 2.3917 8.0753
C -4.7281 1.9149 6.8674
C -3.3782 1.9879 6.5557
C -2.5017 2.5418 7.4767
N -5.6529 1.3130 5.9098
O -6.8271 1.2778 6.2039
O -5.1952 0.8730 4.8766
H -2.2895 3.4394 9.4139
H -4.6999 3.3115 9.9393
H -6.2698 2.3378 8.3117
H -3.0028 1.6194 5.6115
H -1.4462 2.6025 7.2475
C 3.4991 0.7940 -7.3171
C 4.7198 1.2721 -7.7776
C 5.6817 1.7090 -6.8786
C 5.4095 1.6576 -5.5183
C 4.1911 1.1887 -5.0451
C 3.2345 0.7568 -5.9517
N 6.4312 2.0966 -4.5706
O 7.4692 2.5185 -5.0157
O 6.1880 2.0140 -3.3787
H 2.7512 0.4482 -8.0319
H 4.9217 1.3016 -8.8399
H 6.6285 2.0799 -7.2444
H 3.9783 1.1547 -3.9863
H 2.2818 0.3873 -5.5951
C -2.9737 -0.4698 -9.3839
C -2.6877 0.7431 -9.9993
C -1.3705 1.1316 -10.1906
C -0.3504 0.2930 -9.7638
C -0.6231 -0.9175 -9.1419
C -1.9435 -1.2967 -8.9524
N 1.0379 0.6876 -9.9845
O 1.2474 1.7546 -10.5098
O 1.9142 -0.0793 -9.6270
H -4.0034 -0.7723 -9.2413
H -3.4922 1.3844 -10.3328
H -1.1538 2.0756 -10.6699
H 0.1741 -1.5662 -8.8078
H -2.1702 -2.2388 -8.4718
*
```

Kohn-Sham gap (eV): 8.5
HOMO energy (eV): -11.3